The following is a quantum chemistry calculation of 3 unconnected molecules or ions with the total composition C23H51FN3O4P2, from OMol25.

Last column: Löwdin charge in e.
Atoms and positions in Å:
N1 2.1064 -1.0468 3.3984  -0.30
P1 0.6333 -0.8653 2.8509  0.77
C1 -0.0765 -2.2984 1.8403  -0.50
O1 0.9344 -3.2335 1.7175  -0.40
P2 0.7652 -4.5338 2.9426  0.41
O2 -0.9905 -4.2903 2.8117  -0.35
C2 -1.3653 -3.0529 2.3085  -0.44
C3 -2.3076 -2.3314 3.2700  -0.16
C4 -3.2785 -1.3469 2.5823  -0.17
C5 -4.7295 -1.5852 2.9311  -0.21
F1 -5.4438 -0.3777 2.9920  -0.09
H1 2.1242 -0.9837 4.4089  -0.04
H2 -0.2545 -0.4941 3.8820  -0.02
H3 0.6106 0.2164 1.9352  -0.02
H4 -0.2285 -1.8700 0.8404  0.10
H5 0.5294 -5.5630 3.9367  -0.06
H6 0.6614 -5.5165 1.8789  -0.04
H7 2.1983 -4.6675 2.9593  -0.05
H8 0.8019 -3.5255 3.9817  -0.03
H9 -1.9156 -3.2304 1.3668  0.13
H10 -2.8778 -3.1270 3.7564  0.11
H11 -1.7709 -1.8312 4.0740  0.08
H12 -3.1127 -1.3645 1.5026  0.10
H13 -3.0477 -0.3247 2.8994  0.11
H14 -4.8275 -2.0870 3.8960  0.11
H15 -5.2426 -2.2056 2.1903  0.11
C6 -3.2563 -1.0477 -4.3548  -0.03
C7 -3.4449 -0.9353 -2.8330  -0.49
C8 -4.8846 -1.2727 -2.4362  -0.13
C9 -5.8884 -0.1826 -2.8107  -0.17
C10 -5.4589 1.1704 -2.2446  -0.13
C11 -4.0341 1.5666 -2.6410  -0.49
N2 -3.1022 0.4362 -2.3379  -0.10
O3 -2.7391 0.4227 -1.1009  -0.02
C12 -3.9743 1.9657 -4.1264  -0.03
C13 -3.5909 2.7846 -1.8371  -0.05
C14 -2.4849 -1.9359 -2.1954  -0.04
H16 -4.0215 -0.5388 -4.9348  0.05
H17 -2.2821 -0.6559 -4.6506  0.09
H18 -3.2957 -2.0982 -4.6442  0.09
H19 -4.9241 -1.4312 -1.3539  0.12
H20 -5.1610 -2.2208 -2.9034  0.12
H21 -6.0061 -0.1267 -3.8968  0.10
H22 -6.8710 -0.4442 -2.4129  0.11
H23 -6.1438 1.9559 -2.5745  0.12
H24 -5.5238 1.1316 -1.1527  0.13
H25 -2.9420 1.9979 -4.4773  0.09
H26 -4.4002 2.9619 -4.2501  0.08
H27 -4.5400 1.3070 -4.7801  0.06
H28 -3.6768 2.6199 -0.7658  0.08
H29 -4.2234 3.6331 -2.1019  0.08
H30 -2.5549 3.0436 -2.0609  0.09
H31 -1.4476 -1.6730 -2.4063  0.10
H32 -2.6784 -2.9260 -2.6094  0.09
H33 -2.6062 -1.9938 -1.1163  0.07
C15 5.1503 3.9960 0.4210  -0.04
C16 5.8349 2.7802 -0.2251  -0.50
C17 5.0505 2.3078 -1.4528  -0.14
C18 3.7425 1.6002 -1.0979  -0.17
C19 3.9876 0.4548 -0.1156  -0.12
C20 4.7410 0.8875 1.1432  -0.48
N3 5.9713 1.6493 0.7431  -0.10
O4 6.9701 0.8822 0.4604  -0.03
C21 3.8296 1.7238 2.0570  -0.04
C22 5.1453 -0.3412 1.9473  -0.05
C23 7.2287 3.2371 -0.6449  -0.05
H34 4.0847 3.8656 0.5808  0.05
H35 5.6140 4.2321 1.3800  0.09
H36 5.2652 4.8636 -0.2310  0.08
H37 5.6787 1.6204 -2.0287  0.12
H38 4.8549 3.1709 -2.0956  0.12
H39 3.0237 2.3131 -0.6843  0.10
H40 3.2867 1.2054 -2.0087  0.11
H41 3.0418 0.0027 0.1899  0.12
H42 4.5617 -0.3290 -0.6197  0.13
H43 4.4113 2.2378 2.8247  0.09
H44 3.1239 1.0626 2.5651  0.05
H45 3.2298 2.4638 1.5289  0.05
H46 5.7317 -1.0471 1.3611  0.08
H47 4.2446 -0.8516 2.2942  0.05
H48 5.7319 -0.0562 2.8232  0.09
H49 7.8268 3.5129 0.2251  0.09
H50 7.1354 4.1123 -1.2901  0.08
H51 7.7630 2.4656 -1.1943  0.08

HOMO-LUMO gap (alpha / beta)   6.41 / 6.37 eV
Largest force on an atom   1.22 eV/A
HOMO energy (alpha / beta)   -4.2817 / -4.2817 eV
Spin multiplicity   3
Total charge   -1